(1)
Entry from the OMol25 dataset: a 8-piece molecular cluster, C11H38O8 overall (ωB97M-V/def2-TZVPD).

- Kohn-Sham gap (eV) = 10.0
- HOMO (eV) = -9.605
- SMILES string = CCO.CCO.CCO.CO.CO.CO.CO.CO

Geometry (Å):
C 4.719 21.549 3.009
C 4.365 22.832 2.228
O 5.077 23.887 2.773
H 4.367 21.574 4.029
H 5.802 21.404 2.852
H 4.254 20.735 2.500
H 3.273 23.030 2.210
H 4.781 22.759 1.228
H 4.678 24.036 3.614
C 2.954 20.335 7.208
C 1.524 20.811 7.064
O 1.400 22.113 6.606
H 3.537 20.484 6.323
H 2.913 19.296 7.510
H 3.358 20.850 8.095
H 1.020 20.830 8.025
H 0.906 20.230 6.444
H 0.501 22.435 6.839
C 1.708 25.333 3.766
C 2.184 24.899 5.095
O 3.114 23.828 4.941
H 2.524 25.568 3.124
H 1.134 26.239 3.812
H 1.144 24.581 3.194
H 1.416 24.640 5.859
H 2.664 25.759 5.562
H 2.716 23.047 5.361
C -2.434 25.893 3.234
O -2.514 24.502 3.358
H -1.458 26.276 3.601
H -3.204 26.372 3.829
H -2.627 26.329 2.290
H -3.317 24.262 2.850
C 2.768 25.833 0.145
O 2.390 24.666 -0.574
H 2.022 26.199 0.903
H 2.852 26.708 -0.517
H 3.720 25.767 0.757
H 2.119 24.936 -1.466
C 4.830 23.101 7.681
O 5.046 22.393 8.868
H 5.583 23.011 6.865
H 4.723 24.121 7.894
H 4.042 22.724 7.046
H 4.292 22.581 9.379
C 0.076 23.332 0.364
O -1.147 22.943 0.998
H 0.004 23.584 -0.720
H 0.982 22.694 0.505
H 0.297 24.264 0.823
H -0.989 22.741 1.910
C 0.991 21.479 3.155
O -0.280 21.442 3.813
H 1.699 21.274 3.932
H 1.223 22.485 2.822
H 1.082 20.834 2.237
H -0.557 20.496 3.803



(2)
Entry from the OMol25 dataset: a 8-piece molecular cluster, C11H38O8 overall (ωB97M-V/def2-TZVPD).

- Kohn-Sham gap (eV) = 10.1
- HOMO (eV) = -9.753
- SMILES string = CC(C)O.CC(C)O.CO.CO.CO.CO.CO.O

Geometry (Å):
C -0.906 -2.643 1.953
C -0.896 -2.665 3.476
C 0.213 -1.819 4.059
O -2.166 -2.195 3.965
H -0.849 -1.605 1.608
H -1.778 -3.137 1.532
H -0.004 -3.105 1.539
H -0.816 -3.695 3.826
H 0.188 -1.903 5.144
H 0.133 -0.774 3.745
H 1.196 -2.138 3.700
H -2.136 -1.234 3.931
C 0.366 -3.525 -2.062
C -0.093 -2.081 -2.039
C -1.589 -1.927 -1.863
O 0.595 -1.418 -0.982
H 1.420 -3.586 -2.344
H -0.222 -4.108 -2.769
H 0.309 -3.985 -1.072
H 0.210 -1.642 -2.999
H -1.868 -0.867 -1.871
H -1.906 -2.299 -0.885
H -2.189 -2.405 -2.638
H 0.268 -0.502 -0.938
C -3.823 0.537 0.319
O -2.671 1.005 1.033
H -3.720 -0.519 0.060
H -4.710 0.646 0.943
H -3.916 1.134 -0.584
H -2.834 0.902 1.973
C 0.553 4.544 0.437
O 0.610 3.369 1.225
H 0.995 4.401 -0.555
H -0.487 4.831 0.300
H 1.071 5.384 0.912
H 1.530 3.072 1.280
C -0.159 2.767 -3.212
O -0.616 3.413 -4.388
H -0.741 1.875 -2.964
H 0.890 2.489 -3.301
H -0.315 3.400 -2.334
H -1.341 2.915 -4.766
C 2.214 0.485 1.695
O 2.867 1.698 1.352
H 2.755 -0.042 2.489
H 1.238 0.731 2.109
H 2.075 -0.191 0.851
H 3.809 1.552 1.238
C 3.220 0.470 -2.006
O 3.108 -0.922 -2.246
H 3.022 1.014 -2.935
H 2.485 0.830 -1.280
H 4.216 0.734 -1.642
H 2.416 -1.256 -1.658
O -0.247 1.138 -0.426
H -1.059 0.915 0.056
H 0.084 1.938 0.007



From most stable to least stable, the computed energies give (2), (1).



(1)
Entry from the OMol25 dataset: a 2-piece molecular cluster, C11H14OSi overall (ωB97M-V/def2-TZVPD).

- Kohn-Sham gap (eV) = 7.4
- HOMO (eV) = -7.666
- SMILES string = CO[SiH]=C1C=CC=C1.C1=CCC=C1

Geometry (Å):
C 1.092 -1.321 -2.882
O 1.550 -0.159 -2.188
Si 1.006 1.153 -1.352
C -0.653 1.615 -0.784
C -1.808 0.828 -0.377
C -2.809 1.695 -0.010
C -2.292 2.999 -0.048
C -1.007 2.978 -0.456
H 1.479 -1.267 -3.887
H -0.023 -1.335 -2.781
H 1.395 -2.237 -2.508
H 2.055 2.169 -1.436
H -1.992 -0.218 -0.656
H -3.892 1.488 0.290
H -2.823 3.966 0.285
H -0.408 3.765 -0.777
C 1.654 -2.301 1.284
C 0.364 -2.250 0.985
C -0.270 -1.158 1.856
C 1.009 -0.417 2.413
C 2.084 -1.166 2.112
H 2.234 -3.107 0.726
H -0.182 -3.034 0.540
H -0.856 -0.495 1.180
H -0.958 -1.522 2.718
H 0.950 0.281 3.261
H 3.100 -0.948 2.494



(2)
Entry from the OMol25 dataset: a 2-piece molecular cluster, C11H14OSi overall (ωB97M-V/def2-TZVPD).

- Kohn-Sham gap (alpha / beta) (eV) = 6.5 / 7.8
- HOMO (alpha / beta) (eV) = -6.907 / -7.012

Geometry (Å):
C -2.081 3.033 -1.883
C -2.617 3.688 -1.027
C 3.415 -2.859 -0.434
C 3.770 -1.878 0.534
C 2.095 -3.022 -0.932
C 2.883 -0.844 0.849
C 1.197 -2.098 -0.422
C 1.598 -1.055 0.408
C -1.541 2.217 -2.985
C -2.514 0.785 2.445
C -2.286 0.227 1.039
O -1.130 -0.174 0.672
Si 0.360 0.112 1.092
H 4.220 -3.343 -0.811
H 4.773 -1.956 0.763
H 1.959 -3.759 -1.615
H 3.014 0.032 1.421
H 0.212 -2.160 -0.823
H -2.028 2.299 -3.941
H -0.471 2.484 -3.084
H -1.610 1.228 -2.618
H -3.207 1.701 2.317
H -3.132 0.066 3.157
H -1.509 1.023 2.870
H -2.791 3.902 0.052
H -3.105 0.385 0.302
H 0.526 -0.034 2.652



From most stable to least stable, the computed energies give (1), (2).



(1)
Entry from the OMol25 dataset: a 12-piece molecular cluster, C5H31NO12 overall (ωB97M-V/def2-TZVPD).

- Kohn-Sham gap (alpha / beta) (eV) = 8.8 / 5.7
- HOMO (alpha / beta) (eV) = -12.980 / -12.980
- 2S+1 = 2
- net charge = +1

Geometry (Å):
O 3.116 -2.454 -0.216
C 2.073 -2.793 -0.709
C 1.470 -2.037 -1.871
C 0.146 -2.690 -2.357
C -0.912 -2.446 -1.360
C -1.832 -1.407 -1.515
N -2.575 -1.029 -0.496
H 1.602 -3.715 -0.316
H 2.191 -1.880 -2.658
H 1.231 -1.041 -1.481
H 0.292 -3.718 -2.688
H -0.165 -2.193 -3.279
H -1.110 -3.137 -0.548
H -2.008 -0.850 -2.425
H -3.350 -0.389 -0.628
H -2.788 -1.741 0.194
H -2.212 0.466 4.849
H -1.205 -0.651 5.113
O -1.338 0.297 5.227
H -1.580 3.452 -2.638
H -1.461 2.859 -4.136
O -1.022 3.059 -3.310
H -0.126 0.996 3.828
H 0.763 1.483 2.714
O -0.113 1.637 3.095
H 3.699 1.455 -3.111
H 2.196 1.549 -2.950
O 2.915 0.908 -2.986
H 5.541 -0.587 -0.278
H 4.105 -0.801 0.244
O 4.896 -0.262 0.356
H -3.259 2.108 2.439
H -3.256 0.677 1.904
O -3.837 1.424 2.073
H -1.020 2.280 0.367
H -1.093 2.347 -1.238
O -1.071 1.784 -0.460
H -0.010 0.283 0.850
H 1.459 -0.341 0.662
O 0.937 0.415 0.932
H 2.414 2.324 -0.780
H 3.885 2.001 -0.520
O 3.135 2.499 -0.171
H -1.461 3.586 2.631
H -1.671 4.559 1.458
O -2.144 3.985 2.068
H -1.267 -4.654 1.114
H -2.072 -3.352 1.647
O -2.107 -4.263 1.359



(2)
Entry from the OMol25 dataset: C5H31NO12 as an isolated structure (ωB97M-V/def2-TZVPD).

- Kohn-Sham gap (alpha / beta) (eV) = 9.5 / 5.7
- HOMO (alpha / beta) (eV) = -12.640 / -12.635
- 2S+1 = 2
- net charge = +1

Geometry (Å):
O -0.542 -2.908 0.116
C -0.319 -1.887 -0.480
O -0.563 -1.828 -1.817
C 0.286 -0.525 -0.039
C -0.881 0.342 0.518
C -0.512 1.365 1.612
C 0.351 2.434 0.919
N 1.199 -0.895 1.019
H -0.853 -2.684 -2.172
H 0.799 -0.045 -0.882
H -1.373 0.903 -0.269
H -1.590 -0.424 0.844
H -1.480 1.671 1.962
H 0.165 1.014 2.390
H -0.351 2.780 0.123
H 1.320 2.073 0.520
H 0.483 3.326 1.480
H 2.125 -0.461 0.945
H 0.719 -1.054 1.927
H 1.533 -1.432 -2.380
H 2.779 -0.496 -2.476
O 1.989 -0.775 -2.960
H -0.229 1.581 -3.085
H 0.602 0.405 -2.430
O 0.451 1.376 -2.435
H -0.536 -2.781 1.834
H -0.970 -2.748 3.436
O -1.168 -2.473 2.534
H 3.226 -2.694 -0.463
H 2.323 -3.927 -0.645
O 2.615 -3.111 -1.085
H -4.233 1.270 0.120
H -4.515 2.464 0.989
O -3.975 2.222 0.222
H 2.567 2.427 -0.612
H 4.169 2.043 -0.801
O 3.335 1.884 -0.360
H 3.140 0.308 -0.044
H 3.709 -0.747 0.902
O 3.052 -0.659 0.198
H -4.224 -1.111 0.671
H -4.963 -0.596 -0.723
O -4.559 -0.341 0.117
H -4.225 -1.666 2.635
H -2.648 -1.901 2.095
O -3.620 -1.853 1.908
H 1.261 2.793 -1.925
H 2.422 3.724 -2.299
O 1.710 3.617 -1.654



From most stable to least stable, the computed energies give (1), (2).



(1)
Entry from the OMol25 dataset: C7H6 as an isolated structure (ωB97M-V/def2-TZVPD).

- Kohn-Sham gap (eV) = 8.9
- HOMO (eV) = -9.582

Geometry (Å):
C 3.005 -0.508 0.037
C 1.879 0.128 -0.050
C -0.229 -0.350 0.801
C -0.450 -0.032 -0.821
C 0.807 0.713 1.021
C 0.832 0.742 -0.914
C 0.073 1.696 0.008
H -1.248 -0.185 1.305
H -0.062 -1.391 1.101
H -0.600 -1.042 -1.363
H -1.412 0.466 -1.069
H 1.158 0.882 2.058
H 1.063 1.106 -1.889



(2)
Entry from the OMol25 dataset: one molecule with the formula C7H6 (ωB97M-V/def2-TZVPD).

- Kohn-Sham gap (eV) = 8.0
- HOMO (eV) = -8.067
- SMILES string = C1=CC=C[C@H]2CC=12

Geometry (Å):
C -0.881 -1.402 -0.159
C -1.922 -0.523 -0.112
C -1.348 0.825 0.176
C -0.030 1.152 -0.177
C 1.084 0.252 -0.502
C 1.651 -0.878 0.374
C 0.407 -1.202 -0.328
H -2.945 -0.540 0.053
H -2.099 1.450 0.619
H 0.324 2.114 -0.047
H 1.479 0.360 -1.487
H 1.612 -0.481 1.422
H 2.669 -1.129 0.167



From most stable to least stable, the computed energies give (2), (1).



(1)
Entry from the OMol25 dataset: one molecule with the formula C9H12ClN3 (ωB97M-V/def2-TZVPD).

- Kohn-Sham gap (eV) = 9.0
- HOMO (eV) = -8.448
- SMILES string = [H]/N=C(/N)NCCc1ccccc1Cl

Geometry (Å):
H 2.882 -2.184 -0.552
N 3.320 -1.288 -0.825
C 2.677 -0.223 -0.453
N 3.276 0.907 -1.004
N 1.538 -0.156 0.186
C 0.888 -1.399 0.613
C -0.276 -1.019 1.448
C -1.314 -0.193 0.741
C -1.098 1.193 0.684
C -1.895 2.042 -0.038
C -3.028 1.472 -0.731
C -3.081 0.090 -0.972
C -2.191 -0.747 -0.254
Cl -2.225 -2.449 -0.649
H 3.584 1.675 -0.316
H 4.086 0.688 -1.566
H 0.990 0.838 0.270
H 0.541 -2.020 -0.217
H 1.659 -1.953 1.080
H -0.009 -0.269 2.324
H -0.741 -1.885 1.964
H -0.274 1.697 1.282
H -1.596 3.166 -0.209
H -3.770 2.204 -1.183
H -3.944 -0.189 -1.623



(2)
Entry from the OMol25 dataset: one molecule with the formula C9H12ClN3 (ωB97M-V/def2-TZVPD).

- Kohn-Sham gap (eV) = 8.8
- HOMO (eV) = -8.198
- SMILES string = Clc1ccc(N2CCNCC2)nc1

Geometry (Å):
Cl 0.119 5.343 -0.836
C 0.010 3.691 -0.528
C 0.864 3.145 0.370
C 0.895 1.791 0.548
C 0.004 1.032 -0.194
N 0.076 -0.390 -0.109
C -0.949 -1.025 -0.746
C -0.913 -2.612 -0.455
N 0.406 -3.083 -0.262
C 1.067 -2.301 0.776
C 0.291 -1.025 1.241
N -0.760 1.531 -0.963
C -0.940 2.822 -1.149
H 1.704 3.700 0.933
H 1.636 1.570 1.294
H -0.675 -1.131 -1.976
H -1.915 -0.405 -0.673
H -1.551 -3.115 -1.166
H -1.597 -2.887 0.508
H 0.825 -2.992 -1.138
H 2.012 -1.920 0.333
H 1.361 -2.879 1.842
H -0.770 -1.429 1.735
H 0.872 -0.568 2.100
H -2.070 3.136 -1.487



From most stable to least stable, the computed energies give (1), (2).